Formula: C24H28F17NO7
Source: OMol25
Level of theory: wB97M-V/def2-TZVPD

XYZ file:
```
77
C24H28F17NO7, DFT wB97M-V/def2-TZVPD
C 2.47569 -3.82460 -0.29434
C 0.42735 -0.39618 -3.97828
H -4.14681 -1.68890 1.16279
F 2.00459 -4.84994 0.43988
H 0.66012 5.37513 -1.13311
H 1.96411 3.12867 -2.72735
C -1.83952 3.69219 0.60421
H -3.83136 3.90961 -0.17598
F -0.69539 -0.12519 -4.67641
H -0.93985 -0.87858 2.29103
F 3.74081 -2.94907 1.46012
C 1.78071 -3.41331 4.48264
F 2.70215 -2.00509 -2.52395
H -5.74799 -0.14114 0.67816
O 0.96278 -2.65491 5.37574
F 0.53859 -0.75544 -1.60459
F -0.13684 -3.38777 -1.76109
C -1.24058 4.49223 -0.55975
F -1.30681 -1.28696 -2.61906
F 4.60746 -4.60727 0.38255
H -1.53720 4.08831 -1.53472
C -4.46717 1.04365 -0.55689
F 2.33995 -3.54361 -4.02734
H -0.42219 0.56731 3.21730
H -5.30616 1.70507 -0.79965
H -0.51934 2.27958 -3.76543
F 1.62358 -5.28437 -1.98427
O -3.43950 -0.50158 2.63742
C 1.75304 -1.78395 6.05170
H 0.60002 4.78221 0.52321
H 0.51058 4.08417 -2.82944
C 0.44442 -2.78803 -2.82090
C 0.16002 1.95692 -2.97202
H 1.40689 -4.43074 4.40556
N 0.86384 3.27607 -0.93070
C 1.99145 -3.11159 -2.80776
H -0.91851 0.73060 1.53812
H 1.75616 -2.94233 3.49781
F 4.54468 -2.64693 -0.51667
O 3.05407 3.83338 -0.33849
H -2.33060 1.27139 -0.24802
H 3.32183 -4.10299 5.86552
H 3.96633 -3.29389 4.41973
O 3.06055 -2.06081 5.81837
C -1.11151 0.18269 2.46561
O 2.21484 1.82170 0.17366
H -3.73640 2.88857 1.25144
C 0.91935 3.16697 -2.40334
C 2.42821 -4.23189 -1.81248
F 1.70671 -2.74420 -0.07073
C -3.23175 3.13004 0.31193
H -1.16851 2.86351 0.84859
F 2.21237 0.72806 -2.89790
H -0.44294 1.48458 -2.19601
H -4.89131 1.10451 1.56777
H 3.15318 1.63065 0.33563
C 3.14740 -3.31223 5.13392
H -2.97888 2.16601 -1.61282
H -2.83438 -0.64177 0.64040
F -0.10165 -3.29383 -3.93356
F 1.52585 1.46618 -4.83004
F 1.25210 -1.11308 -4.77038
C 0.28026 4.56422 -0.49943
C 3.89622 -3.50080 0.25949
C -3.74749 -0.67842 1.24387
H -4.40696 0.29580 -1.35529
C -3.18307 1.88136 -0.57476
O 1.35929 -0.90615 6.74369
C -4.78001 0.35844 0.77793
C 2.14122 3.05722 -0.35936
C 0.03588 -1.28140 -2.73697
H -1.63064 5.51471 -0.51306
F 3.68037 -4.59379 -2.16501
O -2.82453 1.43481 3.55424
H -1.89328 4.36964 1.46123
C -2.51768 0.46210 2.92867
C 1.09180 0.96448 -3.63256
```

Values from the calculation:
Multiplicity = 1
HOMO = -9.71 eV
E_tot = -3210.5286 a.u.
Total charge = 0
HOMO-LUMO gap = 9.9693 eV
SMILES string = CC(=O)OCCCCCCCCN(CCC(F)(F)C(F)(F)C(F)(F)C(F)(F)C(F)(F)C(F)(F)C(F)(F)C(F)(F)F)C(=O)O.O=C1OCCO1
Lowest unoccupied orbital energy = 0.26 eV